19
Properties=species:S:1:pos:R:3 method="wB97M-V/def2-TZVPD" lumo_ev=3.996 gap_ha=0.3053 total_charge=-1 homo_ha=-0.1584
C 2.4867 1.6530 0.9475
C 1.1963 1.3139 0.8334
C 0.5307 0.3639 1.7922
C 0.3197 1.8585 -0.2619
H 2.9553 2.3465 0.2400
H 3.1107 1.2466 1.7517
H 1.2427 0.0150 2.5590
H 0.1430 -0.5131 1.2471
H -0.3122 0.8654 2.2969
H -0.0752 1.0318 -0.8761
H -0.5303 2.4102 0.1737
H 0.8857 2.5433 -0.9157
O -0.6639 -1.8999 0.0895
O -0.8715 -0.5636 -1.7403
C -1.1137 -1.5898 -1.0476
C -2.1314 -2.5898 -1.6625
H -3.1460 -2.3033 -1.3383
H -2.0950 -2.5682 -2.7647
H -1.9317 -3.6203 -1.3240



22
Properties=species:S:1:pos:R:3 method="wB97M-V/def2-TZVPD" lumo_ev="6.552 / 6.552" gap_ha="0.2010 / 0.2010" total_charge=-2 homo_ha="0.0398 / 0.0398"
C -3.1783 -0.7011 0.4382
C -2.2175 -1.4187 -0.1931
C 0.8606 2.5228 0.0617
C -0.9503 -1.9282 0.0411
C -0.0094 1.2485 -0.0179
C 0.7175 0.1291 -0.6371
O 2.2746 -0.0600 1.7682
O 3.4290 0.6974 -0.2952
O 2.7120 -1.7503 -0.1836
O 0.6401 0.1804 -1.8807
P 2.3405 -0.1578 0.2467
H -4.2165 -0.7922 0.0575
H -3.0363 -0.3678 1.4757
H -2.3941 -1.6483 -1.1915
H 1.8049 2.2766 0.4158
H 0.9310 2.8936 -0.9747
H 0.2777 3.2865 0.5578
H -0.5486 -2.5780 -0.7559
H -0.3514 -1.8603 0.9510
H -0.8311 1.3805 -0.7199
H -0.3458 1.1190 0.9440
H 2.0916 -2.4719 -0.1081



19
Properties=species:S:1:pos:R:3 method="wB97M-V/def2-TZVPD" lumo_ev=0.284 gap_ha=0.3168 homo_ha=-0.3063
C -1.5157 0.3646 -0.0358
C -0.2792 0.5453 -0.4957
C 0.5920 -0.5489 1.6272
C 0.8953 0.1451 0.3443
C 0.0012 1.1830 -1.7904
C 1.6673 -0.8347 -0.5511
O -2.8757 0.1444 2.4995
P -1.9690 -0.4252 1.5000
H -2.3778 0.6706 -0.6604
H 0.6851 -1.5430 1.7895
H 0.5691 0.1029 2.4917
H 1.4567 0.9694 0.7226
H 0.0327 2.3241 -1.5538
H -0.8594 0.9117 -2.4366
H 0.9172 0.7206 -2.1322
H 2.5529 -1.2052 0.0148
H 2.1850 -0.3059 -1.4770
H 1.0404 -1.6860 -1.0382
H -2.7181 -1.5329 1.1818



18
Properties=species:S:1:pos:R:3 method="wB97M-V/def2-TZVPD" lumo_ev=0.580 gap_ha=0.3566 homo_ha=-0.3352
C 1.7842 0.7746 -2.1644
C 1.2743 1.3389 -0.7967
P 0.4459 0.4089 0.2997
C 0.2189 -1.2893 -0.5789
C -0.7490 -1.9752 0.3815
H 1.7634 1.5304 -2.9936
H 1.1165 -0.0323 -2.5373
H 2.7315 0.4045 -2.1304
H 1.4147 2.3724 -0.5990
H -0.2127 -1.2298 -1.5870
H 1.1479 -1.8033 -0.5863
H -1.5067 -1.2570 0.4737
H -1.1148 -2.8651 -0.0503
H -0.1365 -2.2241 1.2957
C -3.5537 0.8066 -0.4796
C -2.5290 0.8658 -1.1373
H -4.5410 0.8491 -0.0715
H -1.5593 1.0702 -1.4742



18
Properties=species:S:1:pos:R:3 method="wB97M-V/def2-TZVPD" lumo_ev=1.159 gap_ha=0.3643 homo_ha=-0.3217
C -2.0692 -0.9286 0.1685
C -0.9724 -1.4202 -0.3858
C -2.0824 0.5178 0.5885
C -0.7801 1.1703 0.2301
C 0.1981 -0.5554 -0.5516
C 2.6829 0.5768 -0.0879
P 1.6163 -0.7823 0.5807
H -2.9608 -1.5143 0.3359
H -0.9111 -2.4476 -0.7137
H -2.9212 1.0189 0.0967
H -2.2561 0.5689 1.6663
H -0.7900 1.8436 -0.6121
H -0.1535 1.4902 1.0468
H 0.4756 -0.2936 -1.5689
H 3.6875 0.4781 0.3182
H 2.2681 1.5307 0.2352
H 2.7263 0.5484 -1.1757
H 2.2420 -1.8017 -0.1712



18
Properties=species:S:1:pos:R:3 method="wB97M-V/def2-TZVPD" lumo_ev=1.247 gap_ha=0.4077 smiles=CC[C@H]1C[C@H]1C homo_ha=-0.3619
C 0.8001 -1.7558 -0.2379
C -0.6582 -1.3263 0.0158
C -0.8409 0.0803 -0.5175
C -1.4797 1.2460 0.1786
C 0.0203 1.2157 -0.0260
C 0.8637 1.0995 1.2373
H 0.8990 -2.3785 -1.1311
H 1.3974 -0.8566 -0.4066
H 1.2405 -2.2887 0.6096
H -0.9118 -1.3855 1.0810
H -1.3610 -1.9989 -0.4927
H -0.9862 0.0998 -1.5970
H -1.7786 1.1418 1.2216
H -2.1341 1.8931 -0.4015
H 0.4697 1.8348 -0.8021
H 0.7296 1.9984 1.8493
H 1.9353 0.9972 1.0295
H 0.5717 0.2380 1.8508



18
Properties=species:S:1:pos:R:3 method="wB97M-V/def2-TZVPD" lumo_ev=0.995 gap_ha=0.3581 smiles="CC1(C)C=CC1.[H][H]" homo_ha=-0.3215
C 0.8009 1.0574 1.0391
C 0.5150 -0.0532 0.0134
C 1.6589 -1.0285 -0.1162
C -0.8527 -0.6417 0.1623
C -1.4169 0.2932 -0.6378
C -0.1044 0.6378 -1.2609
H 1.6470 1.6640 0.6954
H -0.0655 1.7212 1.1526
H 1.0455 0.6594 2.0303
H 2.5514 -0.5334 -0.5048
H 1.3804 -1.8504 -0.7844
H 1.8958 -1.4543 0.8678
H -1.1166 -1.6448 0.4763
H -2.3432 0.8511 -0.6291
H 0.1341 1.6722 -1.5081
H 0.0860 -0.0172 -2.1224
H -2.8336 -0.8819 0.6554
H -3.0785 -0.8117 -0.0551



18
Properties=species:S:1:pos:R:3 method="wB97M-V/def2-TZVPD" lumo_ev=1.258 gap_ha=0.4134 smiles=CC(C)C1CC1 homo_ha=-0.3672
C -1.5913 0.8791 0.6842
C -0.6425 0.0399 -0.1672
C -1.2281 -1.3731 -0.3596
C 0.7671 0.1015 0.4138
C 1.8738 -0.4942 -0.4030
C 1.8479 0.9844 -0.1677
H -1.1741 1.8759 0.8591
H -2.5703 0.9874 0.2057
H -1.7468 0.3997 1.6600
H -0.5752 0.4855 -1.1707
H -0.6042 -2.0096 -0.9980
H -1.3809 -1.9000 0.5911
H -2.2120 -1.2993 -0.8438
H 0.8396 0.2045 1.4912
H 2.6639 -1.1152 0.0090
H 1.5509 -0.7976 -1.3960
H 1.6017 1.6827 -0.9599
H 2.5806 1.3485 0.5519



18
Properties=species:S:1:pos:R:3 method="wB97M-V/def2-TZVPD" lumo_ev=1.287 gap_ha=0.4150 smiles=CCCC1CC1 homo_ha=-0.3677
C -0.5134 1.1232 -2.3858
C -0.8719 0.4135 -1.0886
C 0.1947 0.5717 0.0092
C -0.0726 -0.2213 1.2443
C 1.0704 -0.7060 2.0930
C 0.2841 -1.6983 1.3343
H -1.2051 0.9673 -3.2374
H -0.4945 2.2162 -2.0954
H 0.4528 0.8797 -2.8129
H -1.8583 0.7988 -0.7514
H -1.0296 -0.6827 -1.2255
H 0.2761 1.6577 0.2664
H 1.2020 0.3247 -0.3980
H -0.9464 0.0700 1.7735
H 1.0141 -0.6077 3.1536
H 2.0743 -0.5280 1.7274
H -0.4090 -2.4188 1.8524
H 0.8324 -2.1599 0.5412



18
Properties=species:S:1:pos:R:3 method="wB97M-V/def2-TZVPD" lumo_ev=1.254 gap_ha=0.3981 smiles="C=CCCCC" homo_ha=-0.3520
C -0.2516 -1.1245 -2.1580
C 0.1990 0.0758 -1.8104
C -0.4356 0.8704 -0.6676
C 0.5918 0.9660 0.4981
C 0.5936 -0.2857 1.3605
C -0.6398 -0.4374 2.2551
H -1.0473 -1.5627 -1.5705
H 0.0691 -1.5563 -3.0944
H 0.8624 0.6812 -2.4207
H -0.6990 1.8574 -1.0366
H -1.2443 0.2275 -0.3275
H 1.5919 1.0993 0.0845
H 0.3697 1.8570 1.0901
H 1.4206 -0.1785 2.0706
H 0.8617 -1.1716 0.7819
H -0.7250 -1.3866 2.7761
H -1.5532 -0.1982 1.7085
H -0.5617 0.3126 3.0261



18
Properties=species:S:1:pos:R:3 method="wB97M-V/def2-TZVPD" lumo_ev=1.239 gap_ha=0.4105 smiles=CC[C@H]1C[C@H]1C homo_ha=-0.3650
C 1.9463 0.9759 -0.3546
C 1.3966 -0.2123 0.3761
C 0.0852 -0.8158 -0.2986
C -0.9095 -1.5952 0.5283
C -1.3203 -0.2820 -0.0793
C -1.6034 0.9220 0.7916
H 2.2890 0.8009 -1.3684
H 1.0145 1.5547 -0.4408
H 2.6556 1.6043 0.1713
H 1.1489 0.0370 1.4155
H 2.1385 -1.0055 0.3817
H 0.2644 -1.2176 -1.3012
H -0.7475 -1.6133 1.6050
H -1.3306 -2.5185 0.1360
H -1.9886 -0.3567 -0.9391
H -2.6280 0.8946 1.1788
H -1.4856 1.8606 0.2370
H -0.9325 0.9606 1.6557



18
Properties=species:S:1:pos:R:3 method="wB97M-V/def2-TZVPD" lumo_ev=1.019 gap_ha=0.4198 smiles=CC1(C)CCC1 homo_ha=-0.3823
C 1.1514 0.3115 1.1898
C 0.1792 -0.2540 0.1587
C 0.2692 -1.7730 0.1086
C -1.2554 0.3260 0.3113
C -0.9990 1.2626 -0.8903
C 0.2867 0.4682 -1.2142
H 2.1835 0.0286 0.9462
H 1.1037 1.4068 1.2283
H 0.9240 -0.0707 2.1931
H 1.2806 -2.0985 -0.1664
H -0.4290 -2.1844 -0.6304
H 0.0271 -2.2144 1.0838
H -2.0294 -0.4224 0.1076
H -1.4835 0.8066 1.2695
H -0.7983 2.2965 -0.5932
H -1.7709 1.2747 -1.6657
H 1.1974 1.0556 -1.3786
H 0.1628 -0.2197 -2.0581



ΔE to the lowest compared entry with this formula, charge and spin list, top to bottom, in kJ/mol: 46.90, 194.61, 322.79, 268.91, 107.65, 118.48, 386.53, 112.15, 121.45, 119.50, 121.82, 77.60
Calculated total energy list, top to bottom, in eV: -10496.596, -23878.002, -17733.595, -15685.056, -15686.728, -6415.713, -6412.935, -6415.778, -6415.682, -6415.702, -6415.678, -6416.136
Molecular weight list, top to bottom, in g mol⁻¹: 115.15, 178.12, 130.13, 114.13, 114.13, 84.16, 84.16, 84.16, 84.16, 84.16, 84.16, 84.16